C4H14N4 | ωB97M-V/def2-TZVPD

XYZ file:
```
22
Properties=species:S:1:pos:R:3:forces:R:3
N 0.868931 -1.940408 -0.779587 0.5856 -0.0831 0.2074
C 1.705234 -1.235221 -1.452908 -0.5519 0.0786 0.4958
N 2.302910 -0.073184 -1.004835 0.5601 0.4494 -0.2186
N 1.925056 -1.558902 -2.764029 -0.2437 -0.1364 -0.2800
H 0.825199 -1.622706 0.188976 -0.1479 0.0581 -0.2812
H 2.458924 0.044518 -0.022384 -0.2609 -0.1986 0.2165
H 3.022589 0.381504 -1.545853 -0.1165 -0.2717 -0.1689
H 2.716816 -1.251288 -3.291156 0.2170 0.1768 0.1768
H 1.574738 -2.470779 -2.992653 -0.0570 -0.0661 -0.1260
C -2.185641 0.232330 0.389632 0.1903 0.2101 0.0910
C -1.829014 0.905427 1.715106 0.0493 0.1531 0.1190
C -0.319006 1.016770 1.891750 -0.0184 0.2324 -0.5596
N -2.393447 2.260565 1.871523 0.1879 -0.1985 -0.3737
H -1.621177 -0.691736 0.271706 -0.0879 -0.1161 -0.1101
H -3.250172 0.016162 0.304459 -0.0555 -0.0273 0.1046
H -1.922841 0.895488 -0.438311 0.0851 -0.0302 -0.0479
H -2.187707 0.285739 2.541237 -0.2053 0.0421 -0.0113
H -0.064701 1.402224 2.876146 0.0507 -0.2780 0.1371
H 0.140924 0.053997 1.664105 0.1322 0.0044 0.3840
H 0.104612 1.729740 1.172329 -0.1374 -0.0488 -0.0706
H -3.368791 2.267480 1.595447 -0.1475 -0.1164 0.1467
H -1.936476 2.824012 1.155896 -0.0282 0.1662 0.1690
```
Positions in Å, forces in eV/Å.

LUMO energy = 0.77 eV
calculated total energy = -379.833812 a.u.
ΔE to the lowest compared entry with this formula, charge and spin = 0.00 kcal/mol
SMILES = N=C(N)N.CC(C)N
highest occupied orbital energy = -8.849 eV



C4H14N4 | ωB97M-V/def2-TZVPD

XYZ file:
```
22
Properties=species:S:1:pos:R:3:forces:R:3
C -0.131741 0.403851 -0.115240 -1.9382 2.2408 -1.3508
C -0.470695 1.700455 0.693119 0.0634 0.9476 -2.4716
C 3.165541 -1.051119 0.265131 -1.2021 -0.1789 -2.1130
C -3.583029 -0.716329 0.189236 0.3852 0.4986 -0.7857
N 0.943385 -0.445798 0.388414 0.5834 -2.8438 -2.3781
N -1.395013 -0.357473 -0.268752 3.5183 -3.0980 -1.7382
N 2.130115 -0.125066 0.052575 -2.8062 0.2291 3.1780
N -2.544873 0.031900 0.186742 -1.4991 -0.0924 1.0228
H 0.211955 0.710946 -1.168921 -0.4041 -0.3825 1.4299
H 0.381149 2.408203 0.690325 -0.5319 -0.1977 -0.7939
H -0.553549 1.571041 1.725403 -0.8423 -0.8035 1.7345
H -1.430160 2.199539 0.204218 2.4178 -0.5093 1.0092
H 2.921252 -2.082638 0.321173 -0.3607 -0.8990 0.5212
H 3.697440 -0.838345 -0.620841 1.4847 -0.3253 -1.1906
H 3.758190 -0.623991 0.988589 1.5280 0.7460 2.1833
H 2.060519 0.808392 -2.182947 0.1615 -1.9072 1.1343
H -3.492259 -1.717533 -0.278823 -0.4510 0.6546 0.6556
H -4.464932 -0.185261 0.460902 -0.8784 -0.3534 0.3343
H 0.629738 -1.520187 0.335304 1.1574 2.2319 1.0657
H -1.472930 -1.312487 -0.731100 0.6731 1.8903 0.5123
H 2.125325 0.152410 -1.659362 -0.2016 2.1100 -2.2637
H -2.485423 0.989493 0.524845 -0.8571 0.0422 0.3045
```
Positions in Å, forces in eV/Å.

LUMO energy = -9.85 eV
calculated total energy = -378.959735 a.u.
charge = +2
ΔE to the lowest compared entry with this formula, charge and spin = 179.59 kcal/mol
highest occupied orbital energy = -18.563 eV



C4H14N4O | ωB97M-V/def2-TZVPD

XYZ file:
```
23
Properties=species:S:1:pos:R:3:forces:R:3
H -2.578073 -1.794346 0.967658 -0.2483 0.1819 -0.1107
N -1.976140 -1.381628 0.259890 0.1158 -0.2387 0.1434
C -2.537634 -0.559329 -0.516290 -0.3444 -0.4381 -0.4172
C -1.793592 0.076789 -1.631127 0.0048 0.2145 0.0819
H -3.610460 -0.341530 -0.489430 0.0124 0.0515 0.2672
H -2.267081 -0.170717 -2.582624 -0.0079 -0.0164 -0.0151
H -0.753504 -0.231771 -1.640815 0.0736 -0.0425 -0.0563
H -1.837433 1.157448 -1.507805 0.0110 0.1283 -0.0711
N 1.225716 1.407190 -1.001594 -0.0727 0.0649 0.0060
C 2.081344 0.423114 -0.483855 -0.1038 -0.2942 0.1000
C 1.765556 -0.480476 0.449782 0.2775 0.3701 -0.1310
N 0.541509 -0.435699 1.177571 -0.2691 -0.2646 -0.3535
N 2.600939 -1.582552 0.763066 0.1204 -0.3118 0.0314
H 0.445976 1.618871 -0.388014 0.0775 0.2245 -0.0607
H 1.717673 2.248081 -1.270977 -0.1011 -0.0436 0.1004
H 3.029035 0.337097 -0.997185 0.0882 -0.0604 -0.0074
H -0.240619 -0.920720 0.679527 0.5887 -0.0120 0.3562
H 0.657024 -0.913682 2.064853 -0.0802 0.0309 -0.0242
H 3.429110 -1.628285 0.183808 -0.0617 0.0724 0.0220
H 2.886722 -1.593876 1.736254 -0.0041 0.0482 -0.0317
O -1.122169 1.704635 1.091092 0.5105 -0.8252 -0.2769
H -1.186149 2.151693 1.935562 0.1308 -0.0190 0.1367
H -0.477752 0.909693 1.200655 -0.7179 1.1794 0.3105
```
Positions in Å, forces in eV/Å.

LUMO energy = 0.99 eV
calculated total energy = -455.040831 a.u.
ΔE to the lowest compared entry with this formula, charge and spin = 15.07 kcal/mol
SMILES = [H]/N=C/C.NC=C(N)N.O
highest occupied orbital energy = -7.022 eV



C4H14N4O | ωB97M-V/def2-TZVPD

XYZ file:
```
23
Properties=species:S:1:pos:R:3:forces:R:3
C -1.714334 -1.171296 -1.311772 0.0308 0.1298 0.1433
C -1.751044 1.019893 0.911596 0.1191 -0.0591 -0.1656
C -0.623369 0.442234 0.084377 1.4910 -0.4605 1.8970
O -0.817278 -0.916906 -0.225652 -0.0547 -0.2664 -0.2097
N -0.113316 1.154881 -0.928250 1.3934 0.2962 -0.8938
H -0.186903 2.150134 -0.741492 -0.0701 -0.0709 -0.0364
H -1.422302 -0.617583 -2.206399 -0.0156 0.0063 0.0633
H -2.742595 -0.913373 -1.040613 0.0340 0.0080 -0.0358
H -1.662126 -2.242303 -1.502295 -0.0151 0.0199 0.0100
H -1.502677 2.020183 1.260730 0.0536 0.0173 -0.0202
H -1.954107 0.390929 1.775473 -0.0151 -0.0289 -0.0203
H -2.651421 1.092946 0.297366 -0.0479 -0.0261 0.0058
C 0.725142 0.170197 1.734863 -1.8285 0.3262 -0.6637
N 2.558690 -0.474776 -0.174454 0.1438 0.5986 -1.7849
N 1.944560 -1.575511 -0.604258 0.0616 0.6132 0.5494
N 2.395863 0.551079 -0.949085 0.2540 -1.4493 1.0921
H 1.924354 -2.274089 0.125785 0.0364 0.0833 -0.0010
H 1.035795 -1.452534 -1.052254 0.0531 0.1579 -0.0736
H 1.227790 0.857234 -1.151482 -1.7705 0.1856 0.0313
H 2.944573 1.319657 -0.582618 0.0711 -0.0017 0.2145
H 0.122585 -0.636253 2.150942 0.0366 0.0601 0.2545
H 0.488914 1.125040 2.200497 -0.1483 -0.0043 0.1705
H 1.773206 -0.019780 1.928993 0.1874 -0.1351 -0.5267
```
Positions in Å, forces in eV/Å.

LUMO energy (spin up / spin down) = 0.30 / 0.30 eV
calculated total energy = -454.872839 a.u.
ΔE to the lowest compared entry with this formula, charge and spin = 120.49 kcal/mol
highest occupied orbital energy (spin up / spin down) = -7.181 / -7.181 eV



C4H14N5 | ωB97M-V/def2-TZVPD

XYZ file:
```
23
Properties=species:S:1:pos:R:3:forces:R:3
C -0.477976 0.690540 2.351882 1.7816 -0.3238 3.3140
C -1.135437 1.101981 1.155478 -2.5010 -1.0479 -2.0366
N -0.681082 0.184125 0.102931 1.0232 0.8392 -2.0660
N -1.304563 -1.086713 -0.032434 -0.8209 1.1070 -0.7275
N -0.456773 -2.119071 0.234995 2.1171 1.7746 2.6707
C 0.334260 0.500130 -0.695689 0.8112 -2.3866 -2.7222
N 1.080611 1.598600 -0.674332 -1.1091 1.7460 0.6929
C 0.678551 -0.552309 -1.965959 -2.4024 -0.9057 1.1430
N 1.681634 -0.599723 -3.020802 -0.2111 2.6949 1.1473
H 0.383744 1.378892 2.457141 -0.1118 -0.9042 0.6419
H -1.168872 0.814054 3.178423 0.3088 0.2295 0.5066
H -0.164118 -0.377741 2.388304 -0.1294 0.8906 -0.1644
H -2.258510 0.982377 1.274316 1.2111 0.4470 -0.6816
H -0.856304 2.108111 0.886990 -0.4800 0.3024 -0.2568
H -2.240415 -1.048447 0.379006 0.5977 -0.0309 0.2444
H -0.147526 -2.209954 1.201597 -0.3224 0.1978 0.0252
H -0.686883 -2.990837 -0.067221 -1.3252 -2.4952 -1.7586
H 1.818710 1.719995 -1.348372 0.0151 -0.5131 -0.2247
H 0.658577 2.512141 -0.449286 0.4251 -0.7717 0.3556
H 0.603396 -1.528375 -1.508666 0.4191 -0.0330 0.1944
H -0.340760 -0.485013 -2.431126 0.8335 0.1141 -0.0210
H 2.652325 -0.638489 -2.699438 -0.3724 -0.3458 0.1878
H 1.608725 0.310651 -3.491861 0.2422 -0.5853 -0.4643
```
Positions in Å, forces in eV/Å.

LUMO energy = -2.83 eV
calculated total energy = -434.240968 a.u.
charge = +1
ΔE to the lowest compared entry with this formula, charge and spin = 6.52 kcal/mol
SMILES = CC/[N+](NN)=C(\N)CN
highest occupied orbital energy = -13.015 eV



C4H14NO | ωB97M-V/def2-TZVPD

XYZ file:
```
20
Properties=species:S:1:pos:R:3:forces:R:3
C 0.061059 -0.355757 0.610956 -3.6920 1.9038 1.4167
C -0.998008 -0.968616 -0.103030 1.4086 -2.1411 -2.1223
C -2.285539 -0.081441 -0.058017 -0.0186 2.2481 -0.2301
C -2.151873 1.210250 -0.934622 -0.0751 -0.7239 1.1542
N 2.867282 -0.771551 1.076418 0.8538 -0.0376 0.0929
H 0.205887 0.715145 0.471829 0.9474 -0.2408 -0.6302
H 0.135789 -0.636617 1.656776 1.0263 -0.6539 -0.0246
H -0.738021 -1.076004 -1.178869 -0.1277 0.5913 0.0310
H -1.156938 -1.994796 0.167328 -0.3087 -0.3829 0.7312
H -3.144524 -0.617279 -0.437593 0.2754 -0.9282 0.0149
H -2.504158 0.163222 0.970999 -0.0529 0.0443 0.2980
H -1.112194 1.369106 -1.209128 -0.0650 0.2283 -0.3190
H -2.522007 2.071418 -0.383871 0.1196 0.0870 -0.0026
H -2.783663 1.088343 -1.796450 0.1098 0.0635 -0.5530
H 1.897551 -0.589859 1.291339 0.4692 -0.2754 0.5155
H 3.434225 -0.400562 1.838651 -0.2962 0.3394 -0.0948
H 3.061104 -1.765406 1.122273 -0.3830 -0.1678 -0.2592
H 2.041304 1.429759 -0.870612 0.3920 0.1025 -0.3133
H 3.154007 0.395882 -0.806414 -0.1148 -0.0905 -0.0563
O 2.538718 0.814771 -1.427971 -0.4682 0.0339 0.3509
```
Positions in Å, forces in eV/Å.

LUMO energy = -8.13 eV
calculated total energy = -290.394851 a.u.
charge = +1
ΔE to the lowest compared entry with this formula, charge and spin = 113.18 kcal/mol
highest occupied orbital energy = -14.407 eV